(1)
{"formula": "C32H29Cl4N5O10", "method": "wB97M-V/def2-TZVPD", "total_charge": 0, "homo_lumo_gap_ev": 8.78, "energy_ev": -111654.4972, "homo_ev": -9.73, "smiles": "O=[N+]([O-])c1ccccc1.O=[N+]([O-])c1ccccc1.O=[N+]([O-])c1ccccc1.O=[N+]([O-])c1ccccc1.O=[N+]([O-])c1ccccc1.ClCCl.ClCCl", "symbols": ["O", "N", "O", "C", "C", "C", "C", "C", "C", "H", "H", "H", "H", "H", "O", "N", "O", "C", "C", "C", "C", "C", "C", "H", "H", "H", "H", "H", "O", "N", "O", "C", "C", "C", "C", "C", "C", "H", "H", "H", "H", "H", "O", "N", "O", "C", "C", "C", "C", "C", "C", "H", "H", "H", "H", "H", "O", "N", "O", "C", "C", "C", "C", "C", "C", "H", "H", "H", "H", "H", "Cl", "C", "Cl", "H", "H", "Cl", "C", "Cl", "H", "H"], "coordinates": [[1.5178, -7.4648, -2.4545], [1.1390, -6.2838, -2.5696], [1.7576, -5.3173, -2.1096], [-0.2057, -6.0077, -3.1330], [-0.9730, -7.1417, -3.4322], [-2.1490, -6.9382, -4.0623], [-2.6625, -5.6842, -4.3695], [-1.9062, -4.5570, -4.0328], [-0.6965, -4.6977, -3.4080], [-0.6258, -8.0895, -3.0483], [-2.7297, -7.8082, -4.3314], [-3.6313, -5.5800, -4.8353], [-2.3103, -3.5926, -4.3030], [-0.0463, -3.9176, -3.0404], [-0.1071, 3.0002, 4.2659], [0.4643, 4.0405, 4.0897], [0.7592, 4.8402, 4.9940], [0.7530, 4.4271, 2.6925], [0.7635, 3.4410, 1.6551], [0.9509, 3.8987, 0.3289], [1.2122, 5.2158, 0.0165], [1.1039, 6.0986, 1.0324], [0.8927, 5.7664, 2.3491], [0.5648, 2.4110, 1.9122], [0.9340, 3.1846, -0.4811], [1.4289, 5.5988, -0.9698], [1.2062, 7.1624, 0.8762], [0.7988, 6.6105, 3.0162], [-1.4558, 2.9302, -2.6080], [-0.4893, 3.4815, -3.0853], [-0.4350, 4.6031, -3.5703], [0.7432, 2.7268, -3.2623], [1.9599, 3.3441, -3.5930], [3.1045, 2.6343, -3.6677], [3.1822, 1.2508, -3.4005], [1.9964, 0.6418, -3.1494], [0.7764, 1.3107, -2.9743], [1.9912, 4.4006, -3.8148], [4.0122, 3.1849, -3.8660], [4.1300, 0.7354, -3.3526], [2.0145, -0.3948, -2.8470], [-0.1430, 0.7996, -2.7297], [0.7529, -0.0271, 3.4609], [1.4509, -1.0384, 3.5325], [1.3510, -1.8897, 4.4531], [2.4640, -1.2987, 2.4746], [3.2663, -2.4481, 2.4046], [4.2441, -2.6391, 1.4218], [4.3614, -1.6639, 0.4007], [3.6058, -0.4894, 0.4483], [2.6798, -0.3045, 1.4932], [3.2139, -3.2548, 3.1207], [4.9098, -3.4887, 1.4598], [5.1272, -1.7948, -0.3495], [3.8231, 0.2906, -0.2663], [2.1577, 0.6335, 1.3750], [-3.7667, -0.1882, -0.1927], [-3.8718, -0.0396, 0.9991], [-4.0912, -0.9581, 1.7925], [-3.6140, 1.3023, 1.5837], [-3.8396, 1.6090, 2.9221], [-3.6307, 2.9059, 3.4371], [-3.1765, 3.8861, 2.6260], [-2.8909, 3.6210, 1.3432], [-3.1688, 2.3776, 0.7973], [-4.2684, 0.8977, 3.6126], [-3.7358, 3.0244, 4.5055], [-3.0061, 4.8343, 3.1141], [-2.4092, 4.3980, 0.7681], [-2.9766, 2.2051, -0.2514], [-1.3083, -4.5758, 3.4830], [-2.6461, -3.4294, 3.3566], [-2.1872, -1.8757, 4.0415], [-2.8401, -3.1980, 2.3092], [-3.5004, -3.8434, 3.8922], [0.7766, -2.1758, -1.1552], [-0.4934, -1.6337, -0.0060], [-0.3821, 0.1227, 0.3148], [-1.4818, -1.9122, -0.3713], [-0.4893, -2.2057, 0.9218]]}


(2)
{"formula": "C3H2N2O2", "method": "wB97M-V/def2-TZVPD", "total_charge": 0, "homo_lumo_gap_ev": 11.71, "energy_ev": -10217.0188, "homo_ev": -11.68, "smiles": "[H]/N=C(/C#N)OC=O", "symbols": ["H", "N", "C", "C", "N", "O", "C", "O", "H"], "coordinates": [[-0.3366, 2.5556, -0.2627], [-0.2050, 2.0105, 0.5906], [-0.1197, 0.7832, 0.3446], [0.0356, -0.1916, 1.4172], [0.1186, -1.0569, 2.1789], [-0.2725, 0.2051, -0.8865], [0.1576, -1.1092, -1.0724], [1.2899, -1.4504, -0.9727], [-0.6965, -1.7475, -1.3222]]}


(3)
{"formula": "C11H14GdO3S", "method": "wB97M-V/def2-TZVPD", "total_charge": 3, "homo_lumo_gap_ev": [5.29, 4.73], "energy_ev": -49405.1517, "homo_ev": [-18.72, -18.72], "s_squared": 16.824, "spin_multiplicity": 8, "symbols": ["O", "S", "O", "C", "C", "C", "C", "C", "C", "C", "C", "C", "C", "C", "O", "H", "H", "H", "H", "H", "H", "H", "H", "H", "H", "H", "H", "H", "H", "Gd"], "coordinates": [[-1.6579, 0.5167, 3.1034], [-1.8219, -0.8864, 2.5369], [-3.2294, -1.3077, 2.9123], [-1.6933, -0.8865, 0.6903], [-0.3979, -1.6241, 0.0879], [-0.0956, -0.9754, -1.3738], [0.3535, 0.5621, -1.3508], [0.5690, 1.4257, -0.0900], [1.0399, 2.9464, -0.2073], [1.2625, 3.6418, -1.6114], [1.0029, 2.7909, -2.8762], [0.5773, 1.2852, -2.7416], [0.8929, -1.6731, 1.0481], [0.6041, -1.4256, 2.6110], [-0.6552, -1.9628, 3.0984], [-2.6174, -1.4686, 0.2982], [-1.8324, 0.1841, 0.2729], [-0.7119, -2.7465, -0.0998], [-1.1025, -1.0673, -1.9894], [0.7069, -1.5586, -1.9969], [0.4084, 0.9918, 0.9551], [1.2316, 3.5909, 0.7330], [1.5856, 4.7323, -1.7263], [1.1088, 3.2343, -3.9273], [0.4155, 0.6778, -3.6963], [1.3624, -2.7253, 0.9389], [1.7095, -0.9373, 0.6928], [1.4348, -1.9752, 3.1992], [0.7580, -0.3083, 2.8463], [-1.2084, -3.0516, -2.3375]]}


(4)
{"formula": "C22H18N8W", "method": "wB97M-V/def2-TZVPD", "total_charge": 4, "homo_lumo_gap_ev": [4.38, 4.78], "energy_ev": -36807.3052, "homo_ev": [-19.87, -19.92], "s_squared": 2.090, "spin_multiplicity": 3, "symbols": ["W", "C", "C", "N", "C", "C", "N", "C", "C", "C", "C", "C", "N", "C", "C", "N", "C", "C", "N", "C", "C", "C", "N", "C", "C", "H", "H", "H", "H", "H", "H", "H", "H", "H", "H", "H", "H", "C", "N", "C", "C", "N", "C", "H", "H", "H", "H", "H", "H"], "coordinates": [[-0.0007, -1.5163, 0.4090], [4.3374, -1.4591, 0.2743], [3.0125, -1.8659, 0.3541], [2.0257, -0.9439, 0.2955], [2.3568, 0.3595, 0.1650], [3.6925, 0.7220, 0.0891], [4.6660, -0.1788, 0.1447], [1.1882, 1.2322, 0.1034], [1.2120, 2.5787, 0.0213], [-0.0006, 3.3522, -0.0194], [-1.2131, 2.5788, 0.0219], [-1.1895, 1.2323, 0.1042], [-0.0006, 0.5023, 0.1737], [-2.3580, 0.3597, 0.1665], [-3.6938, 0.7223, 0.0916], [-4.6672, -0.1787, 0.1473], [-4.3385, -1.4591, 0.2760], [-3.0136, -1.8659, 0.3549], [-2.0269, -0.9437, 0.2963], [-0.0005, 4.7676, -0.0894], [-1.2130, 5.5083, -0.1288], [-1.1529, 6.8837, -0.1930], [-0.0003, 7.5661, -0.2190], [1.1523, 6.8839, -0.1848], [1.2121, 5.5085, -0.1205], [5.1392, -2.1877, 0.3183], [2.7508, -2.9088, 0.4701], [3.9922, 1.7581, -0.0170], [2.1698, 3.0736, -0.0066], [-2.1709, 3.0739, -0.0046], [-3.9936, 1.7583, -0.0137], [-5.1404, -2.1877, 0.3199], [-2.7518, -2.9088, 0.4701], [-2.1858, 5.0415, -0.1108], [-2.0595, 7.4748, -0.2240], [2.0589, 7.4752, -0.2090], [2.1848, 5.0420, -0.0946], [0.0028, -6.9270, -1.0412], [0.0019, -5.5472, -0.4667], [0.0013, -5.2542, 0.8811], [0.0006, -3.9013, 0.9710], [0.0004, -3.3740, -0.3466], [0.0014, -4.4293, -1.1811], [0.0032, -7.6360, -0.2193], [0.8977, -7.0523, -1.6468], [-0.8918, -7.0535, -1.6470], [0.0015, -6.0170, 1.6465], [-0.0007, -3.2791, 1.8791], [0.0016, -4.3804, -2.2613]]}